{"formula": "C31H34N3OW", "method": "the ωB97M-V functional and the def2-TZVPD basis", "elements": ["W", "C", "C", "C", "C", "C", "C", "C", "C", "C", "C", "H", "H", "H", "H", "H", "H", "H", "H", "H", "H", "H", "H", "H", "H", "C", "C", "O", "N", "C", "C", "C", "C", "C", "C", "N", "H", "H", "H", "H", "H", "H", "H", "H", "H", "H", "N", "C", "C", "C", "C", "C", "C", "C", "C", "C", "C", "C", "C", "C", "H", "H", "H", "H", "H", "H", "H", "H", "H", "H"], "coordinates": [[1.01831, 0.36228, 0.55124], [0.17686, -3.30474, 1.66051], [1.35478, -2.75138, 2.47553], [0.99558, -2.59958, 3.94697], [1.92315, -1.49772, 1.85394], [2.35025, -1.49334, 0.50285], [3.12515, -0.41343, -0.03701], [3.45360, 0.69930, 0.77120], [4.41741, 1.73372, 0.29557], [2.81411, 0.81348, 2.00750], [2.03998, -0.29103, 2.54775], [-0.27702, -4.13852, 2.19569], [0.47864, -3.67503, 0.67822], [-0.58830, -2.54153, 1.51544], [2.17654, -3.47200, 2.39507], [0.12706, -1.94696, 4.09041], [1.82666, -2.22189, 4.54610], [0.73607, -3.57782, 4.35027], [2.24607, -2.39860, -0.07553], [3.60403, -0.52804, -0.99663], [4.37801, 1.85951, -0.78490], [5.42338, 1.39149, 0.55334], [4.26079, 2.69408, 0.78381], [3.05045, 1.64571, 2.65138], [1.71425, -0.23838, 3.57322], [0.59657, 3.43528, -2.53232], [0.71873, 3.10048, -1.08710], [1.26693, 2.00927, -0.74720], [0.27475, 3.94365, -0.18155], [0.46964, 3.72023, 1.24573], [-0.56977, 2.81426, 1.85464], [-1.62116, 3.36335, 2.55949], [-2.54402, 2.54352, 3.18902], [-2.37016, 1.16960, 3.11607], [-1.31417, 0.67835, 2.39088], [-0.43340, 1.47177, 1.73319], [1.44697, 3.02634, -3.07197], [0.53075, 4.50869, -2.69755], [-0.30705, 2.95898, -2.92504], [-0.14829, 4.80663, -0.48945], [0.44070, 4.68416, 1.74255], [1.45968, 3.30633, 1.39462], [-1.70085, 4.44116, 2.63423], [-3.36806, 2.97007, 3.74943], [-3.03628, 0.48523, 3.62644], [-1.13117, -0.37924, 2.33435], [-0.34915, -0.32583, -0.42135], [-1.07510, -0.84949, -1.44025], [-2.02989, -1.90045, -1.22500], [-2.78836, -1.96804, -0.03851], [-3.70632, -2.97643, 0.13727], [-3.84645, -3.96430, -0.84189], [-3.08846, -3.92887, -2.00651], [-2.19607, -2.89387, -2.21499], [-0.82644, -0.32828, -2.76714], [0.48058, 0.01587, -3.16478], [0.71684, 0.43954, -4.45432], [-0.34886, 0.57226, -5.34680], [-1.65095, 0.27163, -4.95409], [-1.89383, -0.19974, -3.67729], [-2.69690, -1.18423, 0.69660], [-4.32396, -3.00555, 1.02612], [-4.55910, -4.76704, -0.69192], [-3.19849, -4.70589, -2.75161], [-1.59984, -2.86549, -3.11684], [1.30109, -0.10951, -2.47423], [1.72719, 0.65241, -4.78420], [-0.15855, 0.90275, -6.36203], [-2.47150, 0.39109, -5.65043], [-2.90363, -0.44026, -3.36620]], "forces_ev_per_a": [[-1.681, -0.863, -1.857], [0.070, -0.091, -0.024], [-0.156, -0.012, -0.069], [-0.019, -0.002, 0.062], [0.297, -0.232, 0.306], [0.213, 0.397, 0.230], [-0.161, 0.096, 0.169], [0.420, -0.039, 0.309], [-0.056, 0.051, -0.068], [0.175, -0.301, 0.148], [0.126, 0.222, -0.010], [0.044, 0.007, -0.033], [-0.021, 0.055, 0.038], [-0.080, 0.038, 0.027], [0.046, -0.018, 0.028], [0.056, -0.021, -0.002], [-0.041, -0.018, -0.030], [-0.028, 0.046, -0.005], [-0.277, 0.049, -0.241], [-0.126, 0.065, -0.210], [-0.006, -0.001, -0.002], [0.013, 0.008, -0.010], [0.003, -0.013, 0.005], [-0.167, 0.180, 0.044], [-0.198, 0.121, 0.065], [-0.066, 0.055, -0.016], [0.026, 0.032, -0.030], [0.083, -0.279, 0.117], [0.016, 0.006, 0.103], [-0.172, -0.028, -0.085], [0.038, -0.127, -0.031], [-0.094, 0.139, 0.080], [-0.084, 0.055, 0.059], [-0.147, -0.008, 0.085], [0.133, 0.325, -0.045], [0.307, 0.150, 0.602], [0.013, 0.023, 0.029], [-0.023, -0.001, -0.012], [0.040, 0.011, 0.019], [-0.003, 0.071, -0.023], [-0.024, 0.072, 0.026], [0.219, -0.055, 0.020], [-0.014, -0.057, 0.014], [0.051, -0.019, -0.030], [0.034, 0.048, -0.035], [0.013, -0.232, -0.072], [0.863, -0.158, 0.035], [0.120, 0.199, 0.279], [0.078, 0.093, 0.064], [0.024, -0.098, -0.042], [-0.011, -0.007, 0.024], [-0.045, -0.024, 0.031], [0.065, 0.043, -0.060], [-0.137, 0.040, 0.027], [0.146, -0.077, 0.003], [-0.182, 0.026, -0.111], [-0.008, 0.004, -0.048], [-0.023, 0.003, -0.038], [0.026, 0.013, -0.023], [0.067, -0.065, -0.011], [0.056, 0.109, 0.108], [0.024, -0.009, -0.048], [0.036, 0.039, -0.005], [0.000, 0.024, 0.027], [0.029, -0.001, 0.009], [0.060, -0.036, 0.030], [-0.068, -0.023, 0.007], [-0.020, -0.013, 0.072], [0.049, -0.005, 0.023], [0.056, 0.016, 0.003]], "energy_ev": -41018.1391, "spin_multiplicity": 1, "total_charge": 3, "lumo_ev": -10.91, "gap_ev": 6.39}